# 1
{"formula": "C15H15N5O3", "method": "ωB97M-V/def2-TZVPD", "species": ["N", "C", "C", "C", "C", "N", "O", "O", "C", "C", "C", "N", "C", "C", "C", "O", "C", "C", "C", "C", "C", "N", "N", "H", "H", "H", "H", "H", "H", "H", "H", "H", "H", "H", "H", "H", "H", "H"], "xyz": [[0.16, 0.98, 4.20], [1.24, 0.70, 3.88], [2.43, 0.12, 3.44], [3.31, -0.44, 4.49], [4.48, -1.09, 4.20], [5.20, -1.77, 5.24], [6.08, -2.59, 4.92], [4.83, -1.60, 6.44], [4.82, -1.08, 2.87], [4.15, -0.51, 1.80], [2.90, 0.07, 2.05], [2.08, 0.37, 0.84], [0.83, 0.98, 0.83], [0.27, 0.67, -0.37], [-1.08, 1.18, -0.95], [-1.96, 1.13, 0.19], [-1.09, 2.62, -1.58], [-2.54, 2.97, -2.13], [-3.20, 1.79, -2.89], [-2.96, 0.36, -2.31], [-1.57, 0.14, -1.86], [1.24, -0.02, -1.10], [2.23, -0.24, -0.37], [2.97, -0.34, 5.57], [5.77, -1.52, 2.65], [4.57, -0.55, 0.79], [0.41, 1.68, 1.52], [-1.84, 0.39, 0.74], [-0.34, 2.61, -2.35], [-0.88, 3.46, -0.86], [-3.18, 3.04, -1.19], [-2.68, 3.89, -2.81], [-2.84, 1.73, -3.88], [-4.28, 1.85, -3.04], [-3.21, -0.32, -3.06], [-3.69, 0.23, -1.53], [-0.89, 0.16, -2.77], [-1.62, -0.92, -1.47]], "mulliken_charge": [-0.513, 0.134, 0.610, -0.333, -0.312, 0.850, -0.530, -0.540, -0.285, -0.628, 0.382, 0.434, -0.157, -0.784, 1.379, -0.700, -0.878, -0.494, -0.831, -0.939, -0.590, -0.301, -0.752, 0.432, 0.422, 0.479, 0.548, 0.473, 0.427, 0.321, 0.271, 0.340, 0.401, 0.329, 0.429, 0.360, 0.249, 0.299], "multiplicity": 1, "smiles": "N#Cc1cc([N+](=O)[O-])ccc1-n1cc(C2(O)CCCCC2)nn1", "e_homo_ev": -9.88, "homo_lumo_gap_ev": 8.17, "total_charge": 0, "lumo_ha": -0.0627}

***

# 2
{"formula": "C15H15N5OPmS4", "method": "ωB97M-V/def2-TZVPD", "species": ["Pm", "C", "N", "C", "C", "N", "C", "S", "C", "C", "C", "C", "C", "N", "H", "H", "H", "H", "H", "H", "H", "H", "H", "S", "C", "C", "N", "C", "S", "C", "N", "C", "S", "C", "O", "H", "H", "H", "H", "H", "H"], "xyz": [[9.90, 9.55, 11.23], [9.88, 8.31, 15.55], [10.75, 9.37, 14.98], [11.05, 10.68, 15.44], [11.86, 11.26, 14.51], [11.86, 10.42, 13.37], [11.28, 9.21, 13.70], [11.60, 7.73, 12.93], [12.69, 10.60, 12.24], [14.08, 10.59, 12.31], [14.86, 10.65, 11.16], [14.18, 10.70, 9.91], [12.80, 10.73, 9.92], [12.02, 10.67, 11.06], [8.86, 8.32, 15.15], [9.88, 8.46, 16.63], [10.32, 7.32, 15.35], [10.74, 11.05, 16.46], [12.30, 12.25, 14.48], [14.50, 10.35, 13.29], [15.94, 10.57, 11.22], [14.64, 10.48, 8.93], [12.17, 10.97, 9.05], [10.09, 8.25, 8.66], [8.88, 7.04, 8.69], [8.78, 6.21, 7.56], [8.77, 5.31, 6.78], [7.97, 6.82, 9.72], [7.79, 7.66, 11.18], [6.95, 5.74, 9.46], [6.24, 4.84, 9.34], [8.22, 13.68, 11.63], [7.37, 12.12, 11.22], [7.16, 12.02, 9.43], [8.62, 11.25, 11.40], [9.19, 13.69, 11.19], [8.28, 13.62, 12.71], [7.57, 14.53, 11.24], [6.31, 12.64, 8.97], [6.88, 10.97, 9.16], [8.13, 12.18, 8.97]], "lowdin_spin": [4.063, 0.000, 0.000, 0.000, 0.000, -0.001, -0.001, -0.005, 0.001, 0.000, 0.001, 0.000, 0.001, -0.007, 0.000, 0.000, 0.000, 0.000, 0.000, 0.000, 0.000, 0.000, 0.000, -0.021, 0.000, 0.000, 0.001, -0.004, -0.020, -0.001, -0.001, 0.000, 0.000, 0.000, -0.006, 0.000, 0.000, 0.000, 0.000, 0.000, 0.000], "multiplicity": 5, "e_homo_ev": [-9.43, -9.44], "s_squared": 6.01, "homo_lumo_gap_ev": [5.32, 5.36], "total_charge": 1, "lumo_ha": [-0.1510, -0.1500]}

***

# 3
{"formula": "C15H15NO2S", "method": "ωB97M-V/def2-TZVPD", "species": ["C", "O", "C", "C", "C", "C", "C", "C", "C", "O", "N", "C", "C", "C", "C", "C", "S", "C", "C", "H", "H", "H", "H", "H", "H", "H", "H", "H", "H", "H", "H", "H", "H", "H"], "xyz": [[-0.10, 1.82, 2.43], [1.10, 2.38, 1.91], [2.20, 1.58, 1.80], [3.40, 2.09, 2.27], [4.57, 1.35, 2.19], [4.54, 0.07, 1.67], [3.35, -0.44, 1.18], [2.18, 0.31, 1.21], [0.97, -0.29, 0.57], [0.65, -1.45, 0.74], [0.33, 0.59, -0.25], [-0.83, 0.40, -1.02], [-1.31, 1.49, -1.73], [-2.46, 1.36, -2.50], [-3.12, 0.15, -2.55], [-2.63, -0.94, -1.84], [-3.55, -2.45, -1.97], [-2.61, -3.62, -0.95], [-1.49, -0.82, -1.07], [-0.91, 1.97, 1.72], [-0.33, 2.34, 3.37], [0.01, 0.76, 2.64], [3.40, 3.08, 2.70], [5.49, 1.77, 2.57], [5.44, -0.52, 1.63], [3.31, -1.43, 0.75], [0.72, 1.52, -0.30], [-0.80, 2.44, -1.69], [-2.84, 2.20, -3.05], [-4.02, 0.03, -3.15], [-3.14, -4.56, -1.03], [-2.59, -3.29, 0.08], [-1.60, -3.73, -1.35], [-1.09, -1.64, -0.51]], "mulliken_charge": [-0.776, -0.542, 0.357, -0.577, -0.389, -0.672, -0.672, 0.666, 0.395, -0.677, 0.002, -0.014, -0.700, -0.701, -0.715, 0.620, -0.071, -0.843, -0.193, 0.248, 0.329, 0.380, 0.437, 0.381, 0.398, 0.454, 0.261, 0.341, 0.370, 0.381, 0.378, 0.273, 0.279, 0.592], "multiplicity": 1, "smiles": "COc1ccccc1C(=O)Nc1cccc(SC)c1", "e_homo_ev": -7.96, "homo_lumo_gap_ev": 8.66, "total_charge": 0, "lumo_ha": 0.0255}

***

# 4
{"formula": "C15H16AsBCrF6NO2", "method": "ωB97M-V/def2-TZVPD", "species": ["Cr", "C", "N", "C", "C", "C", "C", "C", "C", "C", "C", "H", "H", "H", "H", "H", "H", "H", "H", "H", "H", "H", "H", "F", "As", "F", "F", "F", "F", "F", "O", "B", "O", "C", "C", "C", "C", "C", "C", "H", "H", "H", "H"], "xyz": [[-0.93, -0.01, 0.69], [-2.62, 0.22, -1.85], [-1.20, -0.06, -1.65], [-0.82, -1.27, -2.38], [-0.38, 1.10, -2.05], [-0.33, 2.10, -0.91], [-1.11, 3.24, -0.96], [-1.20, 4.09, 0.14], [-0.52, 3.79, 1.31], [0.28, 2.66, 1.36], [0.43, 1.81, 0.25], [-2.84, 0.37, -2.92], [-2.92, 1.11, -1.30], [-3.22, -0.62, -1.48], [-1.00, -1.16, -3.46], [-1.43, -2.11, -2.01], [0.23, -1.50, -2.21], [-0.79, 1.57, -2.95], [0.63, 0.75, -2.29], [-1.66, 3.46, -1.86], [-1.82, 4.97, 0.08], [-0.60, 4.43, 2.17], [0.85, 2.45, 2.26], [-3.18, -0.15, 1.09], [-3.25, -1.79, 1.81], [-4.13, -2.31, 0.44], [-1.73, -2.06, 0.88], [-3.14, -3.36, 2.45], [-2.21, -1.14, 3.05], [-4.66, -1.38, 2.67], [2.15, 0.41, 1.57], [1.40, 0.60, 0.40], [1.80, -0.30, -0.60], [2.78, -1.08, -0.01], [3.48, -2.12, -0.56], [4.42, -2.74, 0.26], [4.63, -2.31, 1.57], [3.91, -1.25, 2.11], [2.98, -0.65, 1.29], [3.30, -2.45, -1.58], [4.99, -3.57, -0.13], [5.36, -2.82, 2.18], [4.06, -0.91, 3.13]], "lowdin_spin": [4.475, 0.007, 0.029, 0.006, 0.009, 0.021, 0.015, 0.027, 0.014, 0.030, 0.051, 0.001, 0.002, 0.000, 0.001, 0.000, 0.001, 0.001, 0.001, 0.000, 0.001, 0.000, 0.004, 0.036, 0.004, 0.001, 0.035, 0.001, 0.015, 0.001, 0.043, 0.100, 0.053, 0.002, 0.002, 0.002, 0.003, 0.002, 0.002, 0.000, 0.000, 0.000, 0.000], "multiplicity": 6, "e_homo_ev": [-7.26, -9.20], "s_squared": 8.76, "homo_lumo_gap_ev": [6.91, 8.75], "total_charge": 0, "lumo_ha": [-0.0128, -0.0164]}

***

# 5
{"formula": "C15H16ClFN4O3S", "method": "ωB97M-V/def2-TZVPD", "species": ["C", "N", "N", "C", "C", "Cl", "C", "C", "O", "N", "C", "C", "N", "S", "O", "O", "C", "C", "C", "C", "F", "C", "C", "C", "C", "H", "H", "H", "H", "H", "H", "H", "H", "H", "H", "H", "H", "H", "H", "H", "H"], "xyz": [[-0.24, -0.22, -3.70], [0.53, 0.97, -3.51], [0.33, 2.04, -4.27], [1.20, 2.95, -3.88], [1.97, 2.46, -2.82], [3.26, 3.26, -2.02], [1.49, 1.17, -2.58], [1.98, 0.07, -1.72], [2.25, -1.01, -2.19], [2.19, 0.36, -0.41], [1.69, 1.52, 0.30], [0.47, 1.12, 1.16], [0.53, -0.28, 1.53], [-0.46, -1.29, 0.60], [0.11, -2.60, 0.61], [-0.79, -0.67, -0.65], [-1.92, -1.28, 1.63], [-3.02, -0.53, 1.27], [-4.14, -0.50, 2.09], [-4.11, -1.24, 3.26], [-5.18, -1.22, 4.07], [-3.01, -2.00, 3.63], [-1.91, -2.02, 2.80], [1.87, -0.76, 1.75], [2.70, -0.69, 0.45], [-0.69, -0.53, -2.76], [0.40, -1.02, -4.06], [-1.01, 0.00, -4.44], [1.25, 3.91, -4.36], [2.49, 1.90, 0.94], [1.40, 2.30, -0.40], [-0.45, 1.26, 0.60], [0.43, 1.72, 2.07], [-3.00, 0.02, 0.34], [-5.01, 0.07, 1.84], [-3.04, -2.57, 4.55], [-1.03, -2.61, 3.04], [1.80, -1.79, 2.09], [2.31, -0.15, 2.54], [3.75, -0.50, 0.68], [2.61, -1.62, -0.10]], "mulliken_charge": [-0.625, 0.980, -1.105, -0.433, 0.746, -0.203, -0.534, 0.709, -0.663, 0.167, -0.698, -1.117, 0.075, 1.424, -0.775, -0.658, -0.113, -0.169, -0.706, 0.386, -0.314, -0.700, -0.412, -0.814, -0.903, 0.211, 0.303, 0.286, 0.491, 0.277, 0.477, 0.511, 0.419, 0.457, 0.450, 0.442, 0.415, 0.403, 0.423, 0.370, 0.516], "multiplicity": 1, "smiles": "Cn1ncc(Cl)c1C(=O)N1CCN(S(=O)(=O)c2ccc(F)cc2)CC1", "e_homo_ev": -9.08, "homo_lumo_gap_ev": 9.50, "total_charge": 0, "lumo_ha": 0.0155}

***

# 6
{"formula": "C15H16F2NNiO2PS2", "method": "ωB97M-V/def2-TZVPD", "species": ["Ni", "F", "C", "C", "C", "C", "C", "F", "C", "C", "C", "C", "C", "C", "N", "H", "H", "H", "H", "H", "H", "C", "C", "O", "P", "S", "S", "O", "C", "C", "H", "H", "H", "H", "H", "H", "H", "H", "H", "H"], "xyz": [[0.22, 0.30, 0.60], [5.36, -0.98, 1.76], [4.42, -0.04, 1.49], [3.09, -0.37, 1.54], [2.11, 0.58, 1.26], [2.54, 1.88, 0.96], [3.90, 2.17, 0.88], [4.33, 3.41, 0.51], [4.87, 1.23, 1.14], [1.49, 2.90, 0.73], [1.63, 4.25, 1.05], [0.54, 5.10, 0.91], [-0.66, 4.59, 0.45], [-0.72, 3.24, 0.16], [0.32, 2.42, 0.29], [2.81, -1.40, 1.77], [5.93, 1.46, 1.07], [2.57, 4.62, 1.43], [0.63, 6.14, 1.18], [-1.54, 5.21, 0.33], [-1.64, 2.77, -0.19], [-2.61, -5.32, -1.02], [-1.40, -4.75, -0.32], [-1.79, -3.79, 0.66], [-1.60, -2.17, 0.44], [-1.88, 0.22, 1.24], [0.39, -1.95, -0.07], [-2.48, -2.10, -0.96], [-2.28, -1.13, -1.98], [-3.46, -0.18, -2.03], [-2.32, -6.11, -1.71], [-3.12, -4.53, -1.59], [-3.32, -5.73, -0.30], [-0.71, -4.29, -1.03], [-0.85, -5.54, 0.20], [-2.19, -1.67, -2.92], [-1.35, -0.59, -1.81], [-4.39, -0.73, -2.22], [-3.31, 0.54, -2.84], [-3.54, 0.35, -1.08]], "lowdin_spin": [1.608, 0.001, 0.003, 0.014, 0.065, 0.016, 0.002, 0.001, 0.002, 0.011, 0.001, 0.005, 0.003, 0.024, 0.046, 0.001, 0.000, 0.000, 0.000, 0.000, 0.012, 0.003, 0.024, 0.084, 0.265, 0.656, 0.111, 0.022, 0.003, 0.003, 0.001, 0.000, 0.000, 0.004, 0.002, 0.001, -0.001, 0.000, 0.000, 0.004], "multiplicity": 4, "e_homo_ev": [-3.15, -4.47], "s_squared": 3.77, "homo_lumo_gap_ev": [6.05, 7.29], "total_charge": -1, "lumo_ha": [0.1065, 0.1034]}

***

What E values result from the calculations? In sequence: -29385.3477, -85184.8123, -32218.9848, -127647.0638, -53992.0961, -98839.9827 eV.